[1]
Below is a structure of composition C7H6BrI, with properties calculated with ωB97M-V/def2-TZVPD.

Geometry (Å):
C (1.3380, 0.5180, -0.6324)
C (0.8948, 0.8269, 0.7058)
C (0.5646, -0.2336, -1.4205)
C (-0.3977, 0.4979, 1.0434)
C (-0.7040, -0.7010, -1.1420)
C (-1.1760, -0.3522, 0.1667)
C (-2.6310, -0.6920, 0.5500)
Br (-3.3878, -2.1017, -0.5089)
I (-3.9464, 1.0945, 0.2424)
H (2.3360, 0.8785, -0.8653)
H (1.5149, 1.5377, 1.2849)
H (0.8466, -0.4547, -2.3992)
H (-0.9350, 0.7800, 1.9176)
H (-1.1926, -1.2606, -1.9513)
H (-2.5858, -1.0820, 1.9025)

Calculated total energy: -85497.5874 eV
2S+1: 1
Molar mass: 296.9 g mol⁻¹
Largest force on an atom: 4.68 eV Å⁻¹
Highest occupied orbital energy: -0.3350 Eh


[2]
Below is an isolated molecule of C21H33N3O4S, with properties calculated with ωB97M-V/def2-TZVPD.

Geometry (Å):
C (-4.3262, -1.7701, -0.3802)
H (-4.8960, -1.3293, 0.4345)
H (-4.0099, -0.9685, -1.0411)
H (-4.9817, -2.4409, -0.9310)
C (-3.1269, -2.5361, 0.1716)
C (-3.5838, -3.5447, 1.2241)
H (-2.7356, -4.0855, 1.6386)
H (-4.0981, -3.0397, 2.0382)
H (-4.2678, -4.2664, 0.7831)
C (-2.3605, -3.2635, -0.9390)
C (-1.7586, -2.3327, -1.9917)
N (-0.8443, -1.3764, -1.4113)
C (-0.9775, -0.0393, -1.5662)
O (-1.9243, 0.4669, -2.1396)
C (0.1706, 0.7543, -1.0248)
C (1.4493, 0.3288, -1.3605)
C (2.5575, 1.0944, -1.0623)
C (2.4066, 2.3291, -0.4572)
C (1.1486, 2.7685, -0.1093)
C (0.0001, 1.9916, -0.3565)
N (-1.2312, 2.4338, 0.0333)
C (-2.2538, 1.5862, 0.6050)
H (-2.0251, 0.5369, 0.4378)
C (-3.6125, 1.9402, -0.0025)
O (-3.9087, 3.3022, 0.2189)
C (-2.9196, 4.1184, -0.3561)
C (-1.5302, 3.8336, 0.2353)
H (-0.8019, 4.4551, -0.2834)
H (-1.5333, 4.0827, 1.3069)
H (-3.2146, 5.1499, -0.1553)
H (-2.8811, 3.9501, -1.4426)
H (-4.4110, 1.3711, 0.4747)
H (-3.5867, 1.7237, -1.0783)
H (-2.2949, 1.7714, 1.6907)
H (1.0500, 3.7199, 0.3883)
H (3.2826, 2.9293, -0.2677)
S (4.1829, 0.4594, -1.4488)
O (5.0783, 1.5664, -1.6114)
O (4.0423, -0.4977, -2.5081)
N (4.7090, -0.3881, -0.1197)
C (5.1489, 0.3514, 1.0367)
C (4.0471, 0.5026, 2.0887)
C (3.4837, -0.8712, 2.4467)
C (2.9660, -1.5567, 1.1837)
C (4.0974, -1.6627, 0.1575)
H (3.7436, -2.0503, -0.7983)
H (4.8733, -2.3364, 0.5408)
H (2.1443, -0.9690, 0.7676)
H (2.5941, -2.5561, 1.4173)
H (2.6787, -0.7695, 3.1774)
H (4.2712, -1.4822, 2.8938)
H (3.2456, 1.1315, 1.6956)
H (4.4596, 0.9874, 2.9747)
H (5.4935, 1.3193, 0.6727)
H (6.0016, -0.1811, 1.4750)
H (1.6053, -0.5831, -1.9173)
H (-0.0367, -1.7426, -0.9326)
H (-1.2296, -2.9313, -2.7427)
H (-2.5342, -1.7542, -2.4952)
H (-3.0330, -3.9592, -1.4437)
H (-1.5554, -3.8494, -0.4865)
H (-2.4470, -1.8221, 0.6516)

Calculated total energy: -45808.4607 eV
2S+1: 1
SMILES: CC(C)CCNC(=O)c1cc(S(=O)(=O)N2CCCCC2)ccc1N1CCOCC1
Molar mass: 423.6 g mol⁻¹
Largest force on an atom: 1.09 eV Å⁻¹
Highest occupied orbital energy: -0.2979 Eh


[3]
Below is a structure of composition C43H46BBeF4N8O, with properties calculated with ωB97M-V/def2-TZVPD.

Geometry (Å):
Be (1.6515, -1.6195, -0.7894)
B (-0.8408, 0.2443, -0.3727)
F (-0.3583, -0.7992, 0.4939)
F (0.2730, 0.4319, -1.1679)
F (-1.8138, -0.1777, -1.2529)
F (-1.1458, 1.3687, 0.3176)
N (3.8391, 0.2281, -1.8504)
C (5.0648, -0.0781, -2.2398)
C (6.1350, 0.7089, -1.9960)
C (5.9418, 1.9241, -1.3305)
C (4.6368, 2.2219, -0.8916)
C (3.5903, 1.3825, -1.1910)
H (5.2204, -1.0363, -2.7132)
H (7.1134, 0.3986, -2.3318)
H (6.6953, 2.6596, -1.0906)
H (4.3808, 3.0545, -0.2531)
H (2.6197, 1.8429, -1.0796)
N (-1.2107, 1.3974, 5.0361)
C (-2.0445, 1.0050, 5.9596)
C (-2.9899, -0.0106, 5.6650)
C (-2.9970, -0.6022, 4.4073)
C (-2.1265, -0.1148, 3.4371)
C (-1.2650, 0.9293, 3.7413)
H (-1.8700, 1.4153, 6.9433)
H (-3.7771, -0.1852, 6.3835)
H (-3.7391, -1.3479, 4.1632)
H (-2.0602, -0.5401, 2.4466)
H (-0.6030, 1.3287, 2.9872)
N (-0.8731, 6.5551, 0.4327)
C (-0.9583, 6.3692, 1.7084)
C (-0.6382, 5.1363, 2.3159)
C (-0.1196, 4.0926, 1.4636)
C (0.0334, 4.2804, 0.0547)
C (-0.3194, 5.6055, -0.4140)
H (-1.3764, 7.1801, 2.2864)
H (-0.8457, 5.0016, 3.3671)
H (0.0802, 3.1711, 1.9903)
H (0.4556, 3.4665, -0.5159)
H (-0.2300, 5.8716, -1.4569)
N (1.4048, -3.0258, 1.6353)
C (1.2083, -2.3477, 2.8284)
C (0.6795, -2.9599, 3.9679)
C (0.6250, -4.3078, 3.9717)
C (1.0730, -5.0219, 2.8962)
C (1.4601, -4.3848, 1.7448)
H (1.0554, -1.2819, 2.7439)
H (0.1897, -2.4907, 4.8084)
H (0.2695, -4.8013, 4.8642)
H (1.1583, -6.0979, 2.9328)
H (1.6769, -4.9990, 0.8833)
N (-0.3030, -3.2245, -1.6174)
C (-1.5805, -3.2453, -1.1053)
C (-2.4130, -4.3638, -0.9777)
C (-1.9242, -5.5901, -1.4097)
C (-0.7161, -5.5969, -2.1029)
C (0.0812, -4.4252, -2.0999)
H (-1.6922, -2.3021, -0.5913)
H (-3.3252, -4.2505, -0.4108)
H (-2.5829, -6.4329, -1.2606)
H (-0.3732, -6.5741, -2.4095)
H (1.0817, -4.5293, -2.4930)
N (-3.1728, 4.0398, -4.7125)
C (-1.8664, 3.8450, -4.5068)
C (-1.3643, 3.2214, -3.3975)
C (-2.2688, 2.7503, -2.4147)
C (-3.6287, 2.9421, -2.6546)
C (-4.0211, 3.5575, -3.7967)
H (-1.2482, 4.3431, -5.2390)
H (-0.2996, 3.1111, -3.2538)
H (-1.9327, 2.3647, -1.4635)
H (-4.3538, 2.6331, -1.9163)
H (-5.0756, 3.4846, -4.0183)
N (3.0295, -0.6921, 1.1737)
C (4.3054, -1.0319, 1.4394)
C (5.2984, -0.2950, 2.0700)
C (4.8548, 0.9292, 2.6340)
C (3.4564, 1.3384, 2.5141)
C (2.6667, 0.5085, 1.7179)
H (4.5170, -1.9435, 0.9002)
H (6.2633, -0.6995, 2.3378)
H (5.4791, 1.5205, 3.2875)
H (3.2341, 2.3091, 2.9320)
H (1.6622, 0.8598, 1.5333)
N (1.6699, -1.5566, -3.4276)
C (2.4932, -2.1143, -4.3013)
C (2.4755, -1.8696, -5.7155)
C (1.5607, -0.9670, -6.2338)
C (0.7391, -0.3086, -5.3174)
C (0.7800, -0.6722, -4.0297)
H (3.2229, -2.7744, -3.8560)
H (3.1916, -2.3592, -6.3587)
H (1.6925, -0.5197, -7.2079)
H (0.0434, 0.4822, -5.5563)
H (0.0034, -0.2101, -3.4383)
C (-4.6981, 0.3073, 0.5908)
C (-5.8682, -0.4288, 1.3226)
O (-6.8417, 0.2660, 1.6127)
C (-5.7916, -1.8448, 1.5258)
H (-5.1839, 1.2339, 0.2852)
H (-4.4047, -0.1999, -0.3283)
H (-3.8705, 0.5556, 1.2552)
H (-6.5991, -2.2494, 0.9155)
H (-5.7948, -2.0590, 2.5945)
H (-4.9363, -2.3145, 1.0400)

Calculated total energy: -71248.0605 eV
2S+1: 1
Net charge: +1
Molar mass: 786.7 g mol⁻¹
Largest force on an atom: 4.49 eV Å⁻¹
Highest occupied orbital energy: -0.3964 Eh